# 1
{"formula": "C5H8ClNO", "method": "ωB97M-V with the def2-TZVPD basis set", "gap_ev": 9.8178, "multiplicity": 1, "smiles": "N[C@H]1[C@@H]2COC[C@]12Cl", "de_lowest_kj_mol": 316.4, "symbols": ["C", "C", "C", "N", "O", "H", "H", "H", "H", "H", "C", "H", "Cl", "H", "H", "C"], "xyz": [[0.396, 0.748, 0.787], [0.950, -1.012, -0.898], [-0.233, 1.273, -0.366], [-1.524, 1.914, -0.335], [2.077, -0.212, -0.458], [-2.043, 1.600, 0.504], [0.407, 1.466, -1.296], [0.968, -0.883, -1.943], [2.691, 1.101, 1.011], [-2.038, 1.677, -1.053], [1.807, 0.354, 0.856], [0.898, -2.018, -0.394], [-1.507, -1.275, 0.265], [1.963, -0.529, 1.664], [-0.096, 0.803, 1.673], [-0.099, -0.237, -0.156]], "mulliken_charge": [-0.329, -0.639, -0.073, -0.617, -0.418, 0.278, 0.289, 0.314, 0.247, 0.275, -0.524, 0.296, -0.240, 0.230, 0.376, 0.534]}



# 2
{"formula": "C5H8ClNS", "method": "ωB97M-V with the def2-TZVPD basis set", "gap_ev": 8.9623, "multiplicity": 1, "smiles": "C/C=C(/CCl)NC=S", "de_lowest_kj_mol": 41.7, "symbols": ["C", "C", "H", "C", "Cl", "H", "H", "H", "H", "H", "H", "C", "H", "C", "S", "N"], "xyz": [[0.511, 1.097, -0.113], [-1.614, -1.121, -0.394], [-0.705, 2.914, 0.035], [0.570, -0.165, 0.288], [2.123, -2.184, -0.547], [-1.554, -0.576, -1.349], [-1.649, 1.476, 0.020], [2.783, -0.211, 0.582], [1.929, -1.320, 1.659], [-0.535, -1.644, 1.200], [-0.837, 1.995, -1.527], [1.901, -0.874, 0.609], [1.393, 1.590, -0.512], [-0.746, 1.910, -0.403], [-2.965, -1.993, -0.061], [-0.607, -0.893, 0.514]], "mulliken_charge": [-0.059, -0.280, 0.361, 0.273, -0.176, 0.307, 0.375, 0.333, 0.318, 0.299, 0.284, -0.635, 0.292, -1.249, -0.295, -0.149]}



# 3
{"formula": "C5H8FKO5PS", "method": "ωB97M-V with the def2-TZVPD basis set", "charge": 1, "gap_ev": 7.9556, "multiplicity": 1, "symbols": ["F", "H", "O", "C", "H", "C", "P", "H", "O", "C", "H", "C", "O", "H", "H", "H", "H", "K", "C", "O", "O", "S"], "xyz": [[0.756, 2.031, 1.949], [-0.655, -2.313, -2.561], [-1.105, 3.565, -1.495], [-0.416, -0.129, 2.487], [-0.086, -1.213, 2.832], [0.747, 0.581, 1.522], [-0.601, -1.200, -0.604], [-0.550, 0.541, 3.462], [1.157, 2.447, -1.004], [-0.311, 2.608, -0.989], [1.825, 0.121, 1.706], [0.311, 0.382, -0.046], [-0.008, -1.629, -2.203], [0.765, 0.876, -2.292], [2.380, 0.533, -1.342], [-1.477, -0.131, 1.941], [-1.081, -2.670, 1.123], [0.687, -3.458, -2.756], [1.302, 0.975, -1.236], [-0.759, 1.424, -0.186], [-0.361, -2.592, 0.415], [-2.521, -0.747, -0.725]], "mulliken_charge": [-0.326, 0.507, -0.473, -0.968, 0.153, 0.356, 0.502, 0.353, -0.322, 0.545, 0.320, 0.375, -0.879, 0.331, 0.312, 0.310, 0.411, 1.039, -0.531, -0.259, -0.557, -0.198]}



# 4
{"formula": "C5H8FN", "method": "ωB97M-V with the def2-TZVPD basis set", "gap_ev": 9.8090, "multiplicity": 1, "smiles": "C/C=C\\F.C=C=N", "de_lowest_kj_mol": 245.3, "symbols": ["F", "C", "C", "H", "H", "H", "N", "H", "H", "H", "C", "H", "H", "C", "C"], "xyz": [[-0.568, 1.141, 1.140], [1.319, -1.832, 1.849], [-0.761, 1.135, -1.182], [-1.103, -3.209, 0.158], [-1.051, 0.570, -2.050], [-1.673, -0.309, -0.010], [-0.607, -2.391, 0.334], [1.331, -1.550, 2.916], [1.152, 1.948, -2.004], [0.564, 2.579, -0.380], [0.256, 2.225, -1.398], [2.229, -1.731, 1.402], [-0.258, 3.074, -2.008], [0.235, -2.278, 1.254], [-1.065, 0.626, -0.020]], "mulliken_charge": [-0.274, -0.802, -0.173, 0.210, 0.284, 0.343, -0.454, 0.223, 0.254, 0.242, -0.829, 0.304, 0.228, 0.527, -0.082]}



# 5
{"formula": "C5H8FNO", "method": "ωB97M-V with the def2-TZVPD basis set", "gap_ev": 9.0814, "multiplicity": 1, "smiles": "CN/C(C)=C(\\F)C=O", "de_lowest_kj_mol": 199.5, "symbols": ["H", "H", "N", "H", "H", "O", "C", "H", "H", "H", "F", "C", "C", "C", "H", "C"], "xyz": [[0.665, -1.847, -0.124], [2.695, 0.269, -0.290], [0.916, -0.925, -0.377], [0.491, 1.658, -1.074], [0.820, 1.661, 0.600], [-3.804, -0.257, 0.101], [-2.613, 0.117, 0.006], [-0.919, 1.961, 0.028], [2.970, -1.488, 0.088], [2.134, -0.420, 1.313], [-1.496, -1.993, -0.095], [-0.172, -0.068, -0.115], [0.005, 1.375, -0.104], [-1.411, -0.660, -0.012], [-2.516, 1.242, -0.174], [2.233, -0.625, 0.231]], "mulliken_charge": [0.320, 0.270, -0.289, 0.314, 0.300, -0.552, -0.130, 0.337, 0.310, 0.328, -0.294, 0.207, -1.241, 0.848, 0.161, -0.890]}



# 6
{"formula": "C5H8FNO", "method": "ωB97M-V with the def2-TZVPD basis set", "gap_ev": 8.5163, "multiplicity": 1, "de_lowest_kj_mol": 816.9, "symbols": ["C", "H", "H", "C", "H", "O", "H", "H", "H", "F", "H", "H", "N", "C", "C", "C"], "xyz": [[2.823, -0.056, -0.049], [3.095, 0.190, -1.314], [2.920, 1.073, 0.798], [0.847, 1.685, 0.151], [2.043, 1.904, -0.431], [-3.153, 0.202, -0.252], [3.754, -0.923, 0.418], [-1.698, 1.685, 0.166], [0.744, 2.055, 1.416], [-0.689, -1.673, 0.277], [-0.239, 2.149, -0.457], [1.474, -1.597, 0.062], [1.593, -0.723, -0.294], [0.512, 0.096, -0.071], [-0.845, -0.279, 0.068], [-1.973, 0.548, 0.056]], "mulliken_charge": [-0.937, 0.344, 0.240, -1.114, 0.400, -0.556, 0.275, 0.194, 0.205, -0.320, 0.287, 0.277, -0.164, 0.410, 0.609, -0.150]}



# 7
{"formula": "C5H8FNS", "method": "ωB97M-V with the def2-TZVPD basis set", "gap_ev": 9.7082, "multiplicity": 1, "smiles": "N[C@@H]1C[C@H](F)[C@@H]2S[C@@H]21", "de_lowest_kj_mol": 235.6, "symbols": ["H", "C", "S", "C", "H", "H", "C", "H", "H", "N", "C", "H", "F", "H", "C", "H"], "xyz": [[-1.955, -0.775, 1.101], [-0.388, -1.115, -0.529], [0.042, 1.833, -0.758], [-1.491, -0.255, 0.221], [1.607, 0.016, -1.476], [1.193, -0.898, 1.124], [0.848, -0.496, 0.265], [-0.333, -0.744, -1.545], [2.907, -0.177, -0.466], [1.904, -0.584, -0.576], [-0.919, 1.199, 0.455], [-1.637, 1.930, 0.805], [-2.423, -0.139, -0.666], [-0.747, -2.147, -0.343], [0.462, 0.977, 0.774], [0.929, 1.374, 1.613]], "mulliken_charge": [0.320, -0.741, -0.258, 0.139, 0.287, 0.567, -0.664, 0.329, 0.287, -0.687, -0.031, 0.473, -0.318, 0.304, -0.530, 0.525]}



# 8
{"formula": "C5H8IN3", "method": "ωB97M-V with the def2-TZVPD basis set", "gap_ev": 9.8952, "multiplicity": 1, "smiles": "CC[C@@H](I)n1cncn1", "de_lowest_kj_mol": 111.2, "symbols": ["H", "I", "N", "H", "N", "C", "C", "H", "H", "N", "H", "H", "C", "H", "C", "H", "C"], "xyz": [[-1.628, -2.157, 1.572], [-3.071, 0.503, 0.344], [-0.292, -1.047, 0.436], [-0.074, 0.951, -1.688], [-0.046, -3.194, 0.444], [0.880, -2.537, -0.374], [-0.304, 1.455, -0.717], [-0.706, 0.964, 1.521], [1.486, 2.655, -1.014], [0.710, -1.266, -0.403], [1.805, 1.232, -0.071], [1.731, -2.994, -0.842], [-0.819, -2.172, 0.816], [-1.047, 2.253, -0.829], [-0.925, 0.619, 0.444], [1.272, 2.700, 0.647], [1.028, 2.036, -0.286]], "mulliken_charge": [0.362, 0.105, 0.424, 0.276, -0.599, -0.151, -0.232, 0.428, 0.379, -0.618, 0.310, 0.384, -0.045, 0.391, -0.547, 0.323, -1.189]}



# 9
{"formula": "C5H8INOS", "method": "ωB97M-V with the def2-TZVPD basis set", "gap_ev": [6.6624, 6.0924], "multiplicity": 3, "s_squared": 2.015, "symbols": ["C", "O", "C", "H", "H", "H", "H", "I", "C", "H", "H", "N", "H", "C", "H", "S", "C"], "xyz": [[1.140, 1.213, -0.386], [-2.443, -2.182, -0.667], [-0.334, -1.101, -0.258], [1.701, 3.267, -0.950], [0.179, -1.385, -1.129], [1.023, 3.235, 0.636], [2.750, 2.655, 0.020], [-4.265, 0.526, 0.002], [-1.909, -1.183, -0.306], [1.223, -2.371, 0.280], [-0.372, -2.961, 1.047], [-2.333, 0.012, 0.095], [1.558, 0.702, -1.104], [0.258, -2.053, 0.812], [0.409, -1.510, 1.714], [-0.209, 0.564, 0.348], [1.624, 2.573, -0.154]], "mulliken_charge": [-0.263, -0.534, 0.158, 0.342, 0.566, 0.246, 0.275, 0.166, 0.363, 0.288, 0.297, -0.413, 0.479, -1.177, 0.365, -0.185, -0.971]}



# 10
{"formula": "C5H8LiO3Y", "method": "ωB97M-V with the def2-TZVPD basis set", "charge": 3, "gap_ev": [6.4280, 5.6581], "multiplicity": 2, "s_squared": 0.754, "de_lowest_kj_mol": 34.2, "symbols": ["O", "Y", "O", "H", "H", "C", "O", "H", "H", "C", "H", "Li", "H", "C", "C", "H", "H", "C"], "xyz": [[-0.214, 1.658, 0.569], [2.142, -1.447, -1.425], [0.919, -0.221, 0.103], [-2.474, 2.882, -1.446], [-3.036, 1.800, -0.137], [-2.204, 2.428, -0.483], [1.499, 1.130, 1.780], [-2.038, 3.229, 0.250], [1.663, -4.441, -1.424], [0.761, 0.774, 0.857], [0.196, -4.156, 0.745], [0.600, 2.805, 2.179], [-0.327, 2.017, -1.473], [1.174, -3.671, 0.604], [1.794, -3.756, -0.578], [-1.169, 0.562, -0.917], [1.668, -3.202, 1.464], [-0.951, 1.609, -0.667]], "mulliken_charge": [-0.429, 2.000, -0.508, 0.343, 0.325, -1.074, -0.728, 0.273, 0.480, 1.026, 0.320, 0.910, 0.294, 0.019, -0.733, 0.234, 0.396, -0.147]}



# 11
{"formula": "C5H8LiO4Rb", "method": "ωB97M-V with the def2-TZVPD basis set", "gap_ev": 3.5198, "multiplicity": 1, "de_lowest_kj_mol": 136.0, "symbols": ["H", "O", "H", "H", "C", "O", "Rb", "C", "H", "C", "H", "H", "C", "C", "O", "H", "Li", "O", "H"], "xyz": [[2.493, -1.255, -0.999], [1.939, 0.735, -0.873], [-2.488, -1.243, -0.341], [1.275, -1.556, 1.014], [-0.691, -0.151, -0.902], [-2.683, 0.715, 0.282], [-6.774, 1.180, 0.660], [-1.865, -0.407, 0.046], [-0.069, -1.063, -0.905], [0.796, 1.015, -0.141], [-1.454, -0.751, 1.019], [2.550, -0.631, 1.880], [2.595, -0.396, -0.320], [1.870, -0.631, 1.021], [0.367, 2.200, -0.167], [-0.974, -0.138, -1.968], [-1.548, 2.048, -0.240], [1.003, 0.487, 1.127], [3.658, -0.156, -0.192]], "mulliken_charge": [0.252, -0.383, 0.266, 0.213, -1.215, -1.038, 0.957, 0.051, 0.145, 0.887, 0.089, 0.321, -0.392, -0.326, -0.959, 0.321, 0.885, -0.340, 0.267]}



# 12
{"formula": "C5H8N", "method": "ωB97M-V with the def2-TZVPD basis set", "charge": 1, "gap_ev": [8.4223, 8.2864], "multiplicity": 1, "de_lowest_kj_mol": 622.5, "symbols": ["H", "H", "N", "C", "H", "C", "H", "H", "H", "C", "C", "H", "C", "H"], "xyz": [[-1.506, -0.506, -0.291], [-0.213, -2.075, 0.274], [-0.565, 0.599, 1.221], [0.570, -1.764, -0.426], [-2.155, 1.380, 0.013], [1.134, 0.802, -0.789], [1.117, -2.542, -0.845], [1.920, 1.050, -0.037], [-0.756, 1.235, 2.000], [1.038, -0.621, -0.734], [-0.155, 1.036, -0.099], [-0.299, -0.410, 1.599], [-1.476, 0.524, -0.013], [1.347, 1.292, -1.873]], "mulliken_charge": [0.292, 0.200, -0.222, -0.883, 0.284, -0.099, 0.301, 0.233, 0.299, 0.327, 0.073, 0.271, -0.392, 0.316]}



# 13
{"formula": "C5H8N", "method": "ωB97M-V with the def2-TZVPD basis set", "charge": 1, "gap_ev": 9.1688, "multiplicity": 1, "de_lowest_kj_mol": 396.4, "symbols": ["C", "C", "C", "H", "H", "C", "H", "H", "C", "H", "H", "N", "H", "H"], "xyz": [[0.293, 0.114, 0.193], [-0.637, 1.185, -0.097], [-1.946, -0.587, 0.082], [-0.399, -1.623, 1.208], [-0.481, 2.261, 0.150], [2.035, 0.145, 0.024], [1.909, 0.881, -0.890], [-2.749, -1.140, 0.310], [-0.526, -1.168, 0.198], [-0.317, -1.779, -0.707], [2.526, 0.797, 0.764], [-1.970, 0.699, -0.059], [2.452, -0.850, -0.021], [-0.190, 1.066, -1.156]], "mulliken_charge": [0.054, -0.157, -0.236, 0.369, 0.427, -0.713, 0.252, 0.475, -0.373, 0.368, 0.344, -0.428, 0.341, 0.278]}



# 14
{"formula": "C5H8N", "method": "ωB97M-V with the def2-TZVPD basis set", "charge": 1, "gap_ev": 9.1997, "multiplicity": 1, "smiles": "C1[C@@H]2[C@H]1[N+]21CC1", "de_lowest_kj_mol": 586.3, "symbols": ["C", "H", "H", "H", "C", "H", "N", "H", "C", "H", "H", "C", "H", "C"], "xyz": [[-0.832, 0.791, -0.511], [1.277, 0.954, 1.378], [1.840, -0.967, -1.072], [1.881, 0.879, -0.952], [1.625, -0.085, -0.553], [-1.074, -1.273, -1.186], [0.275, -0.073, -0.115], [-1.447, 0.061, 1.448], [1.356, 0.040, 0.918], [1.258, -0.738, 1.592], [-2.871, 0.168, 0.268], [-1.766, 0.008, 0.379], [-0.725, 1.294, -1.409], [-0.798, -1.059, -0.185]], "mulliken_charge": [-0.282, 0.307, 0.282, 0.280, -0.319, 0.326, 0.280, 0.229, -0.491, 0.336, 0.377, -0.299, 0.386, -0.412]}



# 15
{"formula": "C5H8N", "method": "ωB97M-V with the def2-TZVPD basis set", "charge": 1, "gap_ev": 9.4376, "multiplicity": 1, "smiles": "[NH3+][C@]12C[C@@]13C[C@H]32", "de_lowest_kj_mol": 572.3, "symbols": ["H", "C", "C", "H", "H", "H", "C", "C", "H", "H", "N", "C", "H", "H"], "xyz": [[2.281, 0.551, -0.546], [0.313, -0.582, -0.784], [0.108, 0.232, 0.452], [-1.666, -0.857, -0.936], [2.138, -0.925, 0.171], [-0.924, -0.465, -2.571], [-0.475, 0.913, -0.732], [-0.952, -0.343, -1.501], [-1.356, 0.605, 1.914], [0.048, 1.781, -1.260], [-0.563, -0.021, 1.716], [1.542, -0.127, -0.176], [0.127, 0.297, 2.371], [-0.621, -1.060, 1.884]], "mulliken_charge": [0.250, -0.094, 0.217, 0.154, 0.265, 0.298, -0.475, -0.162, 0.380, 0.224, -0.149, -0.734, 0.412, 0.415]}



Largest force on an atom for every record listed, in sequence, given in eV/A: 6.82; 1.56; 10.40; 3.85; 3.87; 6.38; 8.33; 6.10; 5.14; 6.25; 3.16; 3.12; 5.51; 5.89; 4.11.
Calculated total energy for every record listed, in sequence, given in eV: -21372.027; -30161.732; -54707.735; -9519.247; -11568.352; -11561.953; -20354.557; -17883.497; -27782.331; -12672.805; -14362.409; -6791.637; -6793.980; -6792.012; -6792.157.